Entry 1:
15
Properties=species:S:1:pos:R:3:nbo_charge:R:1 method="wB97M-V/def2-TZVPD" relative_energy_kcal_mol=73.3 homo_energy_ev=-7.93 gap_ev=8.8 e_tot_ha=-287.71562
C -1.6017 0.8985 -0.0057 -0.61
C -0.9860 -0.3941 -0.5178 -0.24
N 0.2937 -0.1997 -1.2312 -0.56
C 1.5494 -0.2993 -0.8633 0.07
C 1.8076 -0.5505 0.5942 -0.22
O 0.8948 -0.1063 1.6025 -0.73
H -2.5647 0.6904 0.4717 0.22
H -0.9499 1.3588 0.7393 0.21
H -1.7703 1.6161 -0.8153 0.21
H -1.6636 -0.8739 -1.2339 0.19
H 0.1665 -0.0572 -2.2268 0.39
H -0.8214 -1.0904 0.3051 0.22
H 2.8197 -0.2016 0.8399 0.19
H 1.8457 -1.6443 0.6901 0.21
H 0.9801 0.8534 1.6512 0.46

Entry 2:
46
Properties=species:S:1:pos:R:3:nbo_charge:R:1 method="wB97M-V/def2-TZVPD" relative_energy_kcal_mol=31.0 homo_energy_ev=-17.54 gap_ev=4.9 e_tot_ha=-1547.79652 total_charge=+3
W 0.2013 -0.0750 0.2673 1.93
O -1.5930 0.0718 -0.0830 -0.61
C -2.5768 1.0235 -0.0293 0.41
C -3.8815 0.6484 -0.2352 -0.25
C -4.8976 1.5926 -0.1027 -0.03
C -4.6148 2.9220 0.2268 -0.18
C -3.3130 3.3190 0.4069 -0.08
C -2.2528 2.3922 0.2810 -0.18
C -0.9242 2.8189 0.4391 0.25
N 0.0126 1.9091 0.2477 -0.42
N 1.3536 2.0689 0.5248 -0.23
C 2.1525 1.2042 -0.1152 0.48
O 1.5554 0.2579 -0.9127 -0.57
C 3.5743 1.2775 0.0271 -0.14
C 4.3744 0.1269 -0.0886 -0.16
C 5.7411 0.2456 0.0234 -0.19
C 6.3201 1.5001 0.2114 -0.08
C 5.5306 2.6419 0.3246 -0.19
C 4.1590 2.5381 0.2516 -0.13
H -4.1112 -0.3809 -0.4785 0.27
H -5.9237 1.2788 -0.2454 0.27
H -5.4194 3.6362 0.3354 0.28
H -3.0839 4.3509 0.6437 0.26
H -0.6703 3.8463 0.6897 0.27
H 3.9102 -0.8408 -0.2380 0.22
H 6.3714 -0.6306 -0.0352 0.25
H 7.3970 1.5879 0.2657 0.26
H 5.9894 3.6116 0.4578 0.26
H 3.5293 3.4156 0.3121 0.24
I 0.3216 -0.2303 3.0156 0.44
C 0.1613 -2.6384 2.9020 0.14
C 0.0729 -3.3610 4.0274 -0.25
C -0.0162 -4.7633 3.8093 -0.14
C -0.0184 -5.2755 2.5404 -0.12
C 0.0547 -4.4414 1.4011 -0.06
C 0.0166 -4.9209 0.0677 -0.02
C 0.0564 -4.0804 -1.0213 -0.21
C 0.1564 -2.6986 -0.8273 -0.12
C 0.2232 -2.1549 0.4646 -0.42
C 0.1549 -3.0276 1.5749 -0.05
H 0.0678 -2.9612 5.0326 0.29
H -0.0794 -5.4023 4.6798 0.28
H -0.0799 -6.3476 2.3994 0.27
H -0.0530 -5.9910 -0.0918 0.27
H 0.0110 -4.4784 -2.0255 0.28
H 0.1878 -2.0435 -1.7041 0.25

Entry 3:
52
Properties=species:S:1:pos:R:3:nbo_charge:R:1 method="wB97M-V/def2-TZVPD" relative_energy_kcal_mol=0.0 homo_energy_ev="1.55 / 2.01" gap_ev="3.0 / 2.7" e_tot_ha=-2716.22719 total_charge=-2
C 0.8876 -1.4578 -4.0063 -0.68
I -2.2643 -0.2106 -2.9846 -0.56
H 1.5762 -0.6406 -3.7338 0.18
H 0.2705 -1.0208 -4.8715 0.24
H 1.2999 -2.4101 -4.3846 0.22
C 1.7702 -2.7702 0.8001 -0.03
C 2.7186 -1.8414 0.4675 -0.13
N 2.3462 -1.2828 -0.7862 -0.44
C 1.2769 -2.0084 -1.2858 0.10
N 0.9036 -2.8759 -0.2950 -0.40
H 1.5868 -3.3673 1.7188 0.22
H 3.6073 -1.4895 1.0254 0.21
C -2.9564 3.6696 -0.3999 -0.10
C -1.4043 2.1585 -1.1905 0.14
N -2.6094 2.2917 -0.5675 -0.38
H -1.9987 5.5288 -1.0666 0.22
N -1.0364 3.4597 -1.4708 -0.40
H -3.9239 4.0696 0.0138 0.21
Lu 0.2078 0.2374 -1.5382 1.12
C 0.4457 -2.0750 -2.5657 0.16
O -0.4415 -2.9949 -2.6675 -0.84
C -1.9543 4.4230 -0.9812 -0.11
C 0.2583 3.7901 -2.0669 -0.53
H 1.0374 3.3399 -1.3826 0.24
H 0.3762 4.9010 -2.0849 0.18
H 0.3313 3.3904 -3.0831 0.22
C -3.5147 1.2302 -0.1820 -0.42
H -4.5111 1.6691 -0.0630 0.17
H -3.2367 0.8898 0.8206 0.22
H -3.5497 0.4300 -0.9525 0.27
C -0.3635 -3.5179 -0.1423 -0.43
H -0.1924 -4.4747 0.3980 0.16
H -0.8286 -3.7342 -1.1030 0.30
H -1.0708 -2.8921 0.4578 0.20
C 3.2778 -0.3533 -1.4919 -0.47
H 2.8593 0.6975 -1.4960 0.20
H 3.3940 -0.7627 -2.5211 0.22
H 4.2108 -0.2785 -0.9329 0.21
O 0.8316 1.1390 0.3589 -0.84
C 0.0749 0.3253 1.0228 0.69
O -0.6954 -0.4678 0.3607 -0.86
C 0.0814 0.0516 2.4971 -0.25
C -0.9671 -0.6824 3.0141 -0.25
C -0.9687 -1.0744 4.3651 -0.24
C -0.0049 -0.6847 5.2878 -0.39
C 1.1189 0.0088 4.7059 -0.25
C 1.1245 0.3972 3.3723 -0.23
H -1.7198 -1.0715 2.3064 0.22
H -1.6995 -1.7967 4.7506 0.18
H 0.0512 -0.9355 6.3612 0.18
H 2.0097 0.1900 5.3020 0.17
H 1.9775 0.8835 2.8911 0.20

Entry 4:
12
Properties=species:S:1:pos:R:3:nbo_charge:R:1 method="wB97M-V/def2-TZVPD" relative_energy_kcal_mol=106.1 homo_energy_ev=-8.55 gap_ev=8.6 e_tot_ha=-269.17719
C -1.5624 0.7047 0.0864 -0.63
C -1.1782 -0.7655 0.0828 -0.07
O 0.0820 -0.8053 -0.6153 -0.47
C 1.0923 -1.0260 0.1881 0.22
C 2.2675 -0.3673 -0.3036 -0.18
C 3.1732 0.4318 -0.2007 -0.15
H -0.6563 1.2941 0.2855 0.22
H -2.3060 0.8942 0.8620 0.22
H -1.9748 1.0246 -0.8761 0.22
H -1.8974 -1.4043 -0.4371 0.19
H -0.9866 -1.1499 1.0899 0.21
H 3.9470 1.1688 -0.1619 0.24